Record 1
2 unconnected molecules or ions with the total composition C7H16NO at a distorted geometry, computed with ωB97M-V/def2-TZVPD.

Each line ends with the Löwdin charge.
Geometry (Å):
C (3.2185, 0.0698, -0.2355)  0.097
C (-0.1018, -1.6289, 1.0730)  -0.030
C (-2.0741, -0.1843, 0.2590)  0.023
C (-0.4255, -1.2108, -1.4142)  0.001
C (0.1058, 1.3859, 1.3143)  -0.012
C (0.5027, 1.4165, -1.1104)  -0.008
C (-0.5477, -0.6517, 0.0682)  -0.543
N (0.3720, 0.4937, 0.1380)  -0.185
O (4.3103, 0.2192, -0.4623)  0.157
H (1.3985, 0.1478, 0.2251)  0.062
H (-0.8330, -2.3997, 1.0839)  0.097
H (0.8803, -2.1458, 0.9891)  0.117
H (-0.1826, -1.0083, 2.0019)  0.088
H (-2.1317, 0.9098, -0.1466)  0.116
H (-2.5088, -0.2575, 1.1972)  0.061
H (-2.5704, -0.9033, -0.3881)  0.084
H (0.4129, -1.8339, -1.5907)  0.087
H (-1.2296, -1.8270, -1.6943)  0.079
H (-0.4689, -0.4025, -2.0456)  0.035
H (0.1635, 0.6393, 2.2043)  0.124
H (0.9254, 2.0360, 1.4021)  0.072
H (-0.8072, 2.1036, 1.3406)  0.150
H (1.3303, 1.0461, -1.8258)  0.121
H (-0.5550, 1.5725, -1.5132)  0.126
H (0.8161, 2.4135, -0.8702)  0.083

Properties
Energy relative to the best compared isomer or geometry (same formula, charge and spin): 47.3 kcal/mol
Gap between HOMO and LUMO: 12.32 eV
Lowest unoccupied orbital energy: -3.1 eV
Calculated total energy: -11047.7943 eV
Net charge: +1
Highest occupied orbital energy: -15.407 eV

***

Record 2
A molecular structure, C8H16BF2IrO4 at a distorted geometry, computed with ωB97M-V/def2-TZVPD.

Each line ends with the Mulliken spin population.
Geometry (Å):
Ir (-0.0009, -0.4094, 0.0783)  0.726
C (1.2621, -1.0117, 2.5625)  0.018
C (2.3487, -0.1422, 2.0150)  -0.009
O (2.0099, 0.0523, 0.6093)  0.000
C (2.3522, 1.3010, -0.0631)  0.010
C (1.2763, 2.3421, 0.1404)  -0.004
O (-0.0002, 1.6810, -0.1740)  0.096
C (-1.2766, 2.3424, 0.1403)  -0.004
C (-2.3524, 1.3014, -0.0632)  0.010
O (-2.0100, 0.0526, 0.6093)  0.000
C (-2.3486, -0.1420, 2.0153)  -0.009
C (-1.2621, -1.0118, 2.5626)  0.018
O (-0.0001, -0.4139, 2.0664)  0.000
H (1.2580, -1.0319, 3.6544)  0.000
H (1.3298, -2.0420, 2.2065)  0.004
H (3.3029, -0.6644, 2.1046)  0.002
H (2.4336, 0.8267, 2.5076)  0.000
H (2.4356, 1.0420, -1.1193)  -0.002
H (3.3236, 1.6646, 0.2741)  0.001
H (1.4599, 3.1398, -0.5832)  0.004
H (1.2142, 2.7875, 1.1344)  0.002
H (-1.4602, 3.1401, -0.5833)  0.004
H (-1.2144, 2.7879, 1.1343)  0.002
H (-2.4360, 1.0423, -1.1193)  -0.002
H (-3.3239, 1.6648, 0.2741)  0.001
H (-3.3030, -0.6639, 2.1047)  0.002
H (-2.4333, 0.8270, 2.5078)  0.000
H (-1.3300, -2.0421, 2.2064)  0.004
H (-1.2580, -1.0322, 3.6544)  0.000
F (1.1732, -2.4896, -1.6760)  0.025
B (0.0012, -2.0965, -1.3528)  0.076
F (-1.1716, -2.4842, -1.6800)  0.025

Properties
<S²>: 0.75
Energy relative to the best compared isomer or geometry (same formula, charge and spin): 14.4 kcal/mol
2S+1: 2
Gap between HOMO and LUMO (alpha / beta): 6.95 / 7.01 eV
Lowest unoccupied orbital energy (alpha / beta): -15.2 / -15.0 eV
Calculated total energy: -25661.4634 eV
Net charge: +3
Highest occupied orbital energy (alpha / beta): -22.175 / -22.045 eV

***

Record 3
A single C5H11NS molecule at a distorted geometry, computed with ωB97M-V/def2-TZVPD.

Each line ends with the Löwdin charge.
Geometry (Å):
C (3.1407, -0.6240, 0.2636)  -0.138
C (2.4581, 0.5397, -0.3596)  -0.340
N (1.2098, 0.6300, -0.6198)  -0.252
S (0.2406, -0.6735, 0.0184)  0.895
C (-1.3750, 0.0216, -0.4026)  -0.714
C (-2.5057, -1.0018, -0.2094)  -0.138
C (-1.5799, 1.2778, 0.4543)  -0.152
H (3.0433, -0.6205, 1.3623)  0.085
H (2.6798, -1.5903, 0.0109)  0.048
H (4.1965, -0.6365, 0.0336)  0.066
H (3.0781, 1.3969, -0.6593)  0.107
H (-1.3289, 0.3231, -1.4524)  0.095
H (-3.4642, -0.5163, -0.4759)  0.082
H (-2.3561, -1.9375, -0.7828)  0.075
H (-2.5930, -1.2937, 0.8420)  0.072
H (-0.9289, 2.0793, 0.0919)  0.063
H (-2.6358, 1.5697, 0.3902)  0.073
H (-1.2795, 1.0560, 1.4945)  0.073

Properties
Energy relative to the best compared isomer or geometry (same formula, charge and spin): 8.7 kcal/mol
Gap between HOMO and LUMO: 9.39 eV
Lowest unoccupied orbital energy: 1.0 eV
Calculated total energy: -17688.0870 eV
Net charge: 0
Structure (SMILES): C/C=N\SC(C)C
Highest occupied orbital energy: -8.405 eV